DFT (the ωB97M-V functional and the def2-TZVPD basis) results for a molecular structure, C40H76BClN5O17V at a distorted geometry.

The geometry in ORCA input format:
```
! wB97M-V def2-TZVPD RIJCOSX def2/J DEFGRID3
* xyz -2 1
H 3.139 6.422 -4.572
O 2.028 10.092 -3.325
H -2.553 5.823 6.738
C -1.939 4.950 6.962
H 1.558 -6.034 6.842
C -5.260 -0.170 -4.386
C 1.269 -6.190 5.803
H -1.346 -10.333 7.873
H 1.625 7.170 5.236
B 3.656 -4.406 -9.945
H -0.760 2.414 7.465
C -1.552 -8.452 6.963
C 2.306 8.475 -4.904
H -2.957 -0.736 -2.690
H 4.145 8.778 -6.115
C 0.108 -10.962 5.861
H 1.064 -11.305 5.464
C -4.952 -2.869 -2.369
N 1.322 -8.678 6.237
H -0.552 11.120 -4.449
H 2.586 3.078 4.086
C -5.682 -4.078 -1.601
H 3.905 10.046 -5.069
O 3.158 -4.353 -8.577
H -0.867 4.646 3.681
C -1.547 4.702 4.530
H -0.731 -7.004 3.971
H 1.926 -9.596 8.491
H 1.377 8.342 -6.968
O 9.414 -5.238 -3.527
C 1.477 3.682 5.990
H -3.022 -2.626 -1.178
C 3.054 -3.111 -8.247
C 2.963 7.371 -4.064
O 3.338 -2.290 -0.581
C 1.511 -10.431 7.926
N 8.531 -5.073 -4.396
O 5.006 -4.967 -10.088
H 1.237 2.065 4.501
H -3.612 -2.757 -4.210
N 0.075 3.753 6.442
H 2.906 3.397 7.759
H -4.475 1.225 -2.365
O 3.230 -7.301 -11.746
H -4.988 -4.818 -1.203
C 5.009 -6.199 -10.482
C 3.332 9.389 -5.724
H 0.008 6.465 7.090
H -6.278 -2.260 -4.513
H -4.541 -2.103 -0.423
C -5.783 -0.442 -2.940
H 0.268 7.039 -2.867
C 2.458 2.893 6.903
H 0.467 8.379 -1.849
H -0.543 -6.655 7.380
O 4.484 -0.047 -1.379
C -3.500 -0.616 -1.753
H 0.627 -5.384 5.448
O -6.834 -2.409 -3.744
Cl 8.191 -2.464 1.852
H -6.419 -4.542 -2.256
H 3.380 2.576 6.415
O 3.482 -1.031 -9.325
O 2.757 -2.610 -7.139
O 5.903 -7.025 -10.328
C -3.960 -2.096 -1.345
H 1.002 -11.163 8.552
H 2.214 5.507 6.917
C 3.643 -6.336 -11.235
O 8.726 -5.640 -5.468
C 2.102 5.165 5.888
H -0.805 6.986 5.662
H 2.802 9.994 -6.460
H -4.729 -4.064 -4.192
H 1.846 10.955 -3.703
H -0.515 -8.651 4.040
C -4.101 -3.461 -3.536
O 3.705 -3.037 -10.430
H 2.188 -6.216 5.216
O -0.574 2.479 6.525
N 1.352 9.375 -4.194
H 3.869 7.766 -3.606
H 1.912 6.812 -6.159
H -5.211 0.557 -1.065
H -2.730 -0.186 -1.112
H -1.779 10.106 -3.856
H -6.138 -3.751 -0.666
H -4.519 -0.920 -4.660
C 1.459 7.795 -6.029
C 0.032 -7.731 4.249
H 3.148 5.265 5.595
H -0.402 -10.386 5.089
O 7.618 -4.282 -4.139
H -4.779 0.808 -4.356
H 1.033 3.698 3.772
C 1.579 3.100 4.502
C -0.840 4.840 5.953
C -0.752 -9.443 7.668
C 0.563 -9.814 6.881
H -6.961 1.434 -2.581
H 2.270 -11.016 7.405
C -0.807 -7.204 6.476
H 0.923 -7.832 3.629
H 2.358 7.026 -3.225
O 2.375 -9.105 5.445
C -0.704 8.344 -5.049
H -6.024 -0.251 -5.159
C 0.025 7.261 -5.822
H 0.024 6.272 -5.364
H -1.994 5.665 4.281
C -0.143 6.207 6.042
H -1.510 5.270 7.912
N -6.042 -1.969 -2.788
H -0.390 -8.976 8.584
C -0.023 9.044 -3.823
V 4.626 -1.650 -1.186
C 3.474 -2.253 -9.423
C -0.144 8.031 -2.682
H -1.715 7.984 -4.860
H 1.970 2.040 7.373
C 0.491 -7.553 5.678
H -7.675 -0.127 -1.912
H 2.005 -9.153 4.560
C 1.188 6.171 5.264
H -2.051 -8.961 6.138
C -7.122 0.364 -2.713
C -4.724 0.234 -1.985
H -0.456 7.142 -6.793
H -0.430 -11.744 6.398
H -2.531 4.051 7.134
H -2.377 3.996 4.514
H -2.368 -8.117 7.603
O 2.912 -5.281 -10.883
C -0.765 10.434 -3.629
H 0.909 5.785 4.283
H -1.185 7.894 -2.387
H -1.497 -6.568 5.921
H -7.671 0.474 -3.648
H -0.796 10.777 -2.595
H -0.770 9.114 -5.818
H -3.216 -4.014 -3.223
*
```

The calculation puts the HOMO-LUMO gap at 2.29 eV.

DFT (the ωB97M-V functional and the def2-TZVPD basis) results for 3 unconnected molecules or ions with the total composition C40H76ClIN3O7 at a distorted geometry.

The geometry in ORCA input format:
```
! wB97M-V def2-TZVPD RIJCOSX def2/J DEFGRID3
* xyz -1 3
C -1.962 2.311 1.428
C -5.752 -2.350 -2.047
C -3.416 -5.498 6.234
H 0.065 8.442 -4.806
C -1.150 1.892 -2.071
H -2.126 -2.284 6.162
H -1.634 7.736 -1.861
H 2.419 0.560 -4.046
H 1.481 9.401 -5.215
H 0.840 5.777 -0.104
H -3.480 -2.676 8.198
H -0.490 1.752 -4.251
H 4.209 -4.111 -2.405
H -3.038 -5.828 5.266
N -4.748 -3.435 5.681
H -1.215 -2.831 3.975
H 2.359 7.643 -0.294
H -4.679 -4.651 2.456
H 5.108 -5.144 1.924
H 1.872 6.587 -5.406
H -2.615 -2.849 -1.053
H -4.457 -4.152 8.358
O -5.839 -3.568 0.235
H -0.469 6.837 0.392
H -1.381 0.518 -0.145
H -3.277 -2.782 2.590
H -5.696 -1.329 3.849
O 0.836 -2.140 -0.173
H -2.713 -5.919 6.964
N 4.492 -2.303 -0.492
C -2.929 -3.875 -0.565
C 5.763 -5.449 1.010
H 1.287 3.384 -3.731
C 1.843 7.909 -3.634
C -3.543 -3.734 7.919
H -6.815 -2.704 3.953
N 1.005 6.984 -2.788
C -3.510 -3.952 6.370
C 6.257 -4.263 0.020
C -1.745 -5.032 -0.636
H 5.181 -6.288 0.400
H -0.709 5.739 -0.971
H 4.217 -0.893 -2.855
H 3.446 -0.380 0.146
C 1.370 2.398 -3.091
H -0.975 8.977 -0.790
C -0.757 8.372 -1.679
H -3.301 -1.629 3.910
C 3.367 -4.371 -1.601
C 1.881 -2.295 -1.035
C 2.744 1.515 -3.451
C 1.605 8.327 -0.709
C 5.665 -2.765 0.280
C -5.247 -3.499 -0.960
H -2.118 1.252 -2.347
H -4.451 -5.508 3.955
C 2.322 9.353 -1.568
Cl 2.716 -3.884 1.079
C 0.942 8.931 -4.382
H -2.690 -4.224 8.407
H -1.799 1.235 1.900
H 6.717 -6.009 1.458
H 3.819 -5.286 -0.983
C 2.579 7.165 -4.798
H -0.413 -3.568 -1.969
H -5.226 -1.340 -1.724
H -3.220 -3.747 0.584
H -0.713 9.067 -2.510
H 0.618 -6.630 -1.891
C 2.902 8.690 -2.811
H 6.566 -2.070 -0.107
H 2.409 -5.760 -3.095
C 4.454 -0.111 -2.003
O 1.786 5.846 -2.518
H -5.468 -2.607 -3.153
H 7.446 -4.211 0.126
C -4.971 -4.665 3.514
C 3.409 1.158 -1.959
H 0.376 1.199 -0.438
H -6.040 -4.913 3.552
H -2.017 -4.388 3.942
H 3.360 6.486 -4.438
I 5.659 -2.187 2.444
C 0.520 7.517 -1.468
C -3.343 -2.705 3.686
H -1.808 3.095 2.315
O 1.693 -1.648 -2.342
H -2.297 -6.016 -1.028
C -2.118 -3.360 4.298
C -0.008 1.511 -3.187
C -0.762 1.460 -0.524
H 3.440 2.251 -4.057
C -0.580 -4.705 -1.756
H 0.201 0.362 -3.101
H -0.984 -5.169 -2.779
C -5.825 -2.387 3.598
H -3.083 2.463 1.061
C 2.051 -4.883 -2.363
C -2.202 -3.325 5.819
H 1.160 8.839 0.158
H -4.383 -5.966 6.416
O -4.132 -4.424 -1.274
H 1.531 -4.112 -3.112
C -4.689 -3.295 4.186
H 1.071 -5.683 -0.335
C 0.846 -5.535 -1.471
H 3.374 9.456 -3.435
C 4.362 -0.814 -0.485
H 5.304 -0.320 0.063
H -5.844 -2.444 2.500
C 0.024 6.398 -0.487
H 3.133 9.814 -0.994
H 6.088 -4.646 -1.098
C 3.267 -3.113 -0.564
O -1.018 2.641 0.348
H 5.528 0.338 -2.219
H -6.925 -2.310 -1.981
H -1.492 3.011 -2.074
H 3.959 2.097 -1.486
H -1.332 -3.841 6.235
O -5.015 -2.159 6.210
H 2.463 0.968 -1.257
H 3.083 7.875 -5.466
H 1.641 10.162 -1.845
H -1.263 -5.287 0.398
H 3.708 8.006 -2.514
H 1.447 2.764 -1.957
H 0.618 9.765 -3.759
*
```

The calculation puts the HOMO-LUMO gap (spin up / spin down) at 7.12 / 6.38 eV.

DFT (the ωB97M-V functional and the def2-TZVPD basis) results for 17 unconnected molecules or ions with the total composition C40H77Br32NOPS at a distorted geometry.

The geometry in ORCA input format:
```
! wB97M-V def2-TZVPD RIJCOSX def2/J DEFGRID3
* xyz 1 1
H -0.489 3.249 -2.262
H 2.803 -0.061 -8.374
H 3.455 -5.939 -6.373
C -0.070 5.447 -5.232
H 5.608 -7.176 -5.591
H -1.055 2.049 6.461
H -2.528 4.086 0.864
C -2.492 -5.191 4.104
Br 3.308 5.184 0.147
H 4.204 -3.226 3.461
H -8.652 -3.468 7.595
C -0.299 -6.262 0.109
Br -2.912 -1.278 6.042
C -3.095 2.176 -2.596
H 5.379 -3.024 -1.136
Br 2.971 -2.841 -0.613
H 1.781 -6.116 -0.507
H -4.124 -0.307 1.365
C 1.741 0.417 -3.673
H -1.277 -6.434 -0.330
H 3.845 -5.442 4.790
Br -1.115 5.981 -3.670
H -5.459 4.615 3.415
C -2.105 0.245 6.953
H -5.591 -0.827 8.557
C 4.157 3.503 -0.353
H 10.173 -4.574 1.552
Br -0.272 -4.417 0.725
H -2.942 0.811 7.360
C 3.321 3.342 -7.794
C -2.432 3.660 -0.135
H -3.911 4.313 -1.646
H -1.990 2.645 -0.128
H -3.013 -7.083 4.968
H 5.400 -0.680 -6.832
Br -3.753 5.997 2.238
C -3.808 3.550 -0.862
C -1.228 9.078 -0.281
Br 3.192 -2.411 -7.652
H -1.852 5.466 -6.482
H -3.737 2.055 -3.483
Br 1.266 4.027 -9.663
H -3.785 -0.466 3.100
Br 8.125 -3.369 -1.458
H -0.398 4.803 -7.251
Br 7.253 -5.788 -6.844
H -0.077 7.480 -1.133
Br 0.408 0.270 5.575
H 10.439 -3.108 -0.578
Br 3.230 4.931 -6.673
H 4.940 -0.790 0.136
C -9.253 -4.341 7.836
H -2.616 0.111 -4.932
H 5.292 -7.202 -7.337
H -4.264 -6.433 3.893
H -6.419 7.237 2.120
Br -1.513 3.072 -5.886
H 2.377 -4.539 4.370
H 8.436 -4.635 1.193
Br -4.431 -5.476 6.187
H -0.197 -6.865 1.009
H -7.546 6.037 2.780
C 3.237 -5.073 3.970
C 5.349 3.727 -1.246
H -4.112 -1.797 8.431
H -6.294 -3.121 8.942
H 3.477 -4.048 2.067
S -2.632 -0.695 -3.838
H 5.984 4.541 -0.911
H 2.329 -0.394 -4.059
C -5.665 -2.645 9.693
H 5.941 2.817 -1.327
C 3.997 -4.195 3.009
N 0.500 0.144 -3.309
H -1.513 -0.155 7.771
C 4.633 0.000 -7.191
C 9.354 -4.074 1.039
Br 3.633 0.599 -5.626
C -6.526 6.415 2.820
H -2.537 3.111 -2.759
C 5.504 -6.563 -6.482
C 1.478 2.795 -3.030
C 3.718 -0.625 -8.210
Br -11.073 -3.945 7.275
Br 0.075 7.045 1.283
Br -6.327 7.159 4.605
H 2.575 2.650 -7.417
H -5.925 0.883 2.475
H -1.824 -5.668 3.387
Br -4.104 -0.371 10.471
H -5.809 4.745 1.680
C -5.541 5.302 2.578
C 5.049 -0.915 -0.937
C -3.504 -6.175 4.625
C 9.690 -3.877 -0.416
Br -2.123 1.010 1.971
H -2.014 0.160 -1.117
H -8.223 -5.149 9.536
H -4.596 3.634 -0.107
O -3.942 2.248 -1.464
H 0.424 6.355 -5.570
C 0.162 2.481 -2.669
H 4.494 -2.320 -2.503
H 4.466 3.051 0.587
C 3.137 3.680 -9.249
H 5.107 0.893 -7.595
P -1.972 0.708 -2.419
H 6.078 -0.697 -1.220
C -0.211 1.150 -2.867
Br 0.482 -5.796 -2.608
H 0.952 -7.607 -0.999
H 1.881 3.800 -2.933
C 0.836 -6.536 -0.842
H 0.676 4.740 -4.884
H 4.235 -0.754 -9.159
C -0.949 4.886 -6.315
H 3.698 4.557 -9.558
H -8.938 -5.178 7.216
Br -2.822 9.308 0.810
Br -3.346 -3.749 3.116
H -6.276 -2.364 10.545
Br -9.345 -3.146 10.440
C -1.304 1.095 6.002
C -0.812 7.631 -0.344
Br -4.783 2.021 4.340
H -4.843 2.146 1.854
Br 2.497 -6.631 3.067
H 3.217 1.982 -3.861
H -1.812 1.271 5.059
H 3.390 2.887 -0.813
Br 4.815 4.145 -3.074
H 10.032 -4.811 -0.858
Br 9.138 -2.374 1.960
C -3.889 0.238 2.278
Br 3.951 0.455 -1.785
H 3.415 2.835 -9.877
C 4.450 -5.498 -6.345
H -1.902 -4.730 4.890
H -0.465 9.731 0.130
C -4.913 -1.488 9.095
H -1.825 4.345 -0.748
C -9.192 -4.713 9.294
Br 5.744 -4.936 2.579
C 2.210 1.753 -3.541
Br 4.562 -4.604 -4.619
C -4.923 1.303 2.536
H -1.652 6.959 -0.499
H 4.313 2.930 -7.619
H -9.979 -5.399 9.592
C 4.643 -2.278 -1.427
H -1.508 9.430 -1.273
H 4.524 -4.728 -7.106
Br -4.454 -4.042 10.300
*
```

The calculation puts the HOMO-LUMO gap at 8.43 eV.